A molecular structure, C14H18BN7NiO2, computed with ωB97M-V/def2-TZVPD.

Results
M: 385.85 u
calculated total energy: -2611.34123 hartree
total charge: 0
orbital gap (alpha / beta): 9.88 / 9.43 eV
LUMO energy (alpha / beta): 0.724 / 0.316 eV
2S+1: 3
HOMO (alpha / beta): -9.15 / -9.12 eV
energy above the lowest of the compared OMol25 structures with the same formula, charge and spin: 0.0000 eV

Last column: Mulliken spin population.
Atoms and positions in Å:
H 2.1123 -2.2969 -0.7070  0.00
N 1.1964 -0.4723 -1.2432  0.08
B 0.4273 1.7009 -2.2319  0.00
N 1.2506 0.3679 -2.3436  0.01
C 2.0851 -0.1885 -3.2494  0.00
Ni 0.1033 -0.1129 0.2793  1.68
H 2.2426 0.2850 -4.2028  0.00
C 2.5874 -1.3823 -2.7217  0.01
H 3.2725 -2.0645 -3.1723  0.00
C 2.0031 -1.5299 -1.4578  0.00
H 0.5137 2.3801 -3.2010  0.00
C -0.5120 1.1135 4.1058  0.02
H -1.2817 0.6410 4.7215  0.00
H -0.5484 0.7097 3.0956  0.01
H -0.6486 2.2000 4.0784  0.00
N 0.9636 2.3976 -0.9341  0.00
N -1.0658 1.3814 -1.8639  0.01
N 0.9526 1.6804 0.2467  0.02
N -1.3159 0.6602 -0.7015  0.08
C 1.4335 3.6375 -0.6936  0.00
C -2.2516 1.7039 -2.4180  0.00
H 1.4749 4.3483 -1.5058  0.00
H -2.2693 2.2530 -3.3429  0.00
C 1.7725 3.7158 0.6536  0.00
C -3.2747 1.2015 -1.6075  0.01
C 1.4758 2.4631 1.2126  0.00
C -2.6495 0.5588 -0.5344  -0.01
H 2.1864 4.5647 1.1565  0.00
H -4.3291 1.2703 -1.7783  0.00
H 1.6316 2.0985 2.2145  0.00
H -3.0504 0.0181 0.3197  0.00
H 0.4786 0.8827 4.5271  0.00
O 1.1644 -1.8418 2.4809  0.01
C 0.2699 -2.3708 1.8233  -0.02
C -0.3560 -3.7436 2.0462  0.00
C -1.3021 -3.9511 0.8806  0.00
C -1.0553 -2.7493 -0.0414  0.01
O -1.4248 -2.6587 -1.2030  0.00
N -0.3213 -1.8162 0.6939  0.06
H 0.4364 -4.4982 2.0551  0.00
H -0.8879 -3.7565 3.0084  0.00
H -1.1363 -4.8965 0.3387  0.00
H -2.3540 -3.9041 1.2164  0.00

2 unconnected molecules or ions with the total composition C14H18BrF3N2O5, computed with ωB97M-V/def2-TZVPD.

Results
M: 431.20 u
calculated total energy: -3903.43278 hartree
total charge: 0
orbital gap: 1.82 eV
LUMO energy: -3.382 eV
HOMO: -5.21 eV

Last column: Mulliken charge in e.
Atoms and positions in Å:
N -0.1019 -4.9078 -0.0003  -0.54
C 0.6883 -4.6157 -1.1286  0.34
O 1.5821 -5.3369 -1.4824  -0.52
C 0.3730 -3.3505 -1.9143  -0.15
C 0.1300 -2.1434 -1.0066  -1.70
N 0.0679 -0.8934 -1.7797  0.31
C -1.0787 -0.5570 -2.4337  0.29
Br -2.5922 -1.6332 -2.2559  -0.04
C -1.1706 0.5628 -3.2008  -0.50
C -0.0676 1.4042 -3.3151  0.13
C -0.1754 2.6178 -4.1700  0.20
O -1.1108 2.8088 -4.8924  -0.49
O 0.9107 3.4519 -4.1170  -0.51
C 1.0956 1.0755 -2.6184  -0.05
C 1.1608 -0.0538 -1.8635  0.82
C 2.4156 -0.3857 -1.0987  -1.53
O 2.1596 -0.4181 0.3000  -0.33
C 2.0119 0.7654 0.9719  0.83
F 2.9467 0.8967 1.8901  -0.25
F 0.8238 0.7670 1.5195  -0.18
F 2.0935 1.8238 0.1452  -0.25
H -0.9939 -4.4317 -0.0087  0.30
H 0.3687 -4.7655 0.8832  0.29
H -0.4712 -3.5290 -2.5794  0.46
H 1.2574 -3.1530 -2.5155  0.25
H -0.7801 -2.2305 -0.4229  0.50
H 0.9420 -2.0760 -0.3006  0.53
H -2.0894 0.8001 -3.7119  0.56
H 0.7924 4.1208 -3.4308  0.35
H 1.9469 1.7338 -2.6779  0.63
H 2.7786 -1.3789 -1.3549  0.43
H 3.1942 0.3210 -1.3653  0.48
C -1.4644 1.4835 3.4398  -1.07
C -2.2194 2.4781 4.3563  0.56
C -1.6309 2.3552 5.7794  -1.25
O -3.5339 2.2077 4.3289  -0.77
H -1.6254 0.4609 3.7877  0.31
H -1.8333 1.5659 2.4151  0.24
H -0.3868 1.6878 3.4385  0.22
H -1.9417 3.4960 3.9871  0.17
H -1.7912 1.3456 6.1628  0.31
H -2.1271 3.0612 6.4456  0.31
H -0.5538 2.5688 5.7942  0.32

C14H18BrNO4S in the gas phase, computed with ωB97M-V/def2-TZVPD.

Results
M: 376.27 u
calculated total energy: -3872.20697 hartree
total charge: 0
orbital gap: 9.80 eV
SMILES: CCS(=O)(=O)N1CCC(C(=O)Oc2ccccc2Br)CC1
LUMO energy: 0.631 eV
HOMO: -9.17 eV
energy above the lowest of the compared OMol25 structures with the same formula, charge and spin: 0.1789 eV

Last column: Mulliken charge in e.
Atoms and positions in Å:
C -6.5606 -0.1824 1.5198  -1.21
C -5.7831 -0.3773 0.2367  -0.41
H -5.8652 -1.3862 -0.1545  0.36
H -6.0497 0.3480 -0.5255  0.36
S -4.0194 -0.1303 0.5988  1.07
O -3.5829 -1.1819 1.4693  -0.67
O -3.8312 1.2266 1.0325  -0.65
N -3.3568 -0.3754 -0.9303  0.23
C -2.2763 -1.3372 -1.0060  -1.46
H -2.5465 -2.1666 -0.3536  0.49
C -0.9401 -0.7376 -0.5679  -0.19
H -1.0150 -0.4653 0.4865  0.28
H -0.1507 -1.4813 -0.6797  0.36
C -0.6428 0.5045 -1.4059  0.46
C 0.6541 1.2020 -1.0433  0.07
O 1.0021 2.2603 -1.4906  -0.58
O 1.3774 0.4718 -0.1776  -0.07
C 2.6067 0.8983 0.2836  0.58
C 2.8788 2.2005 0.6738  -0.39
C 4.1334 2.5185 1.1672  -0.68
C 5.1133 1.5476 1.2812  -0.51
C 4.8476 0.2427 0.9011  -0.40
C 3.5983 -0.0723 0.4024  0.07
Br 3.1913 -1.8420 -0.1415  -0.17
H 5.6009 -0.5251 0.9846  0.41
H 6.0886 1.8007 1.6669  0.38
H 4.3409 3.5340 1.4664  0.36
H 2.1134 2.9538 0.5840  0.43
H -0.5471 0.2148 -2.4613  0.22
C -1.7974 1.5066 -1.2822  -0.73
C -3.1102 0.8363 -1.6837  -1.24
H -3.9435 1.5128 -1.4932  0.44
H -3.0988 0.5728 -2.7468  0.54
H -1.8883 1.8376 -0.2463  0.40
H -1.6068 2.3758 -1.9125  0.40
H -2.2181 -1.6939 -2.0397  0.45
H -6.2169 -0.8975 2.2632  0.32
H -6.3834 0.8201 1.9018  0.33
H -7.6278 -0.3198 1.3588  0.38

4 unconnected molecules or ions with the total composition C14H18F14NO8S, computed with ωB97M-V/def2-TZVPD.

Results
M: 626.34 u
calculated total energy: -2997.01641 hartree
total charge: +1
orbital gap: 8.82 eV
LUMO energy: -4.026 eV
HOMO: -12.85 eV

Last column: Mulliken charge in e.
Atoms and positions in Å:
N 2.3485 -0.3983 -0.9423  -0.48
S 3.7898 -1.4683 -1.2034  1.06
O 3.4563 -2.2761 -2.3148  -0.55
O 4.0089 -2.0401 0.0737  -0.42
C 5.1805 -0.2539 -1.5473  0.57
F 6.2210 -0.6687 -0.8677  -0.20
F 4.7494 0.9220 -1.0283  -0.27
C 5.4955 -0.0454 -3.0627  0.71
F 6.6078 0.6437 -3.1392  -0.20
F 5.6157 -1.1828 -3.6991  -0.20
F 4.4973 0.6676 -3.5786  -0.22
H 2.5904 0.5775 -0.7367  0.40
H 1.8030 -0.7857 -0.1566  0.41
H 1.7629 -0.4139 -1.7863  0.39
C 5.5357 -1.8634 3.0541  -1.00
C 4.8310 -3.0634 3.6451  -0.29
O 4.4035 -2.8015 4.9962  -0.31
C 3.2887 -2.0969 5.1091  0.34
O 2.6171 -1.6644 4.2142  -0.54
C 2.9209 -1.9257 6.5998  0.91
F 3.9876 -1.5700 7.3182  -0.24
F 2.4497 -3.0837 7.0774  -0.25
F 1.9824 -0.9938 6.7358  -0.23
H 6.3785 -1.5598 3.6747  0.38
H 5.9021 -2.1005 2.0559  0.29
H 4.8551 -1.0148 2.9823  0.26
H 5.4997 -3.9180 3.7090  0.37
H 3.9684 -3.3562 3.0475  0.31
C -2.3703 -0.3857 2.4962  -1.04
C -2.9282 -0.6690 1.1212  -0.25
O -2.6125 0.4083 0.1917  -0.28
C -1.4281 0.4209 -0.3434  0.37
O -0.5251 -0.3635 -0.1788  -0.60
C -1.2921 1.6079 -1.3224  0.93
F -1.7400 2.7376 -0.7900  -0.24
F -1.9703 1.3495 -2.4398  -0.25
F 0.0057 1.7791 -1.6469  -0.25
H -2.7278 0.5763 2.8625  0.32
H -2.6885 -1.1638 3.1877  0.38
H -1.2809 -0.3587 2.4882  0.28
H -4.0135 -0.7051 1.1390  0.33
H -2.5648 -1.6106 0.7133  0.30
C -4.5202 3.2382 -2.7879  -0.97
C -5.7587 3.7398 -3.4961  -0.43
O -6.4903 2.6495 -4.0936  -0.31
C -7.2534 1.9443 -3.2712  0.34
O -7.3951 2.1111 -2.0955  -0.52
C -7.9958 0.8464 -4.0650  0.90
F -7.1622 0.2081 -4.8961  -0.25
F -8.9758 1.3968 -4.7907  -0.25
F -8.5275 -0.0447 -3.2346  -0.23
H -3.9002 2.6619 -3.4739  0.30
H -3.9389 4.0781 -2.4077  0.42
H -4.7841 2.5935 -1.9498  0.31
H -5.4980 4.3944 -4.3242  0.35
H -6.4105 4.2938 -2.8221  0.34